# 1
Here is C33H28N9O5S4Sc as an isolated structure in a non-equilibrium geometry from the Open Molecules 2025 dataset. Energies are from ωB97M-V/def2-TZVPD.

The geometry in ORCA input format:
```
! RIJCOSX wB97M-V def2-TZVPD def2/J DEFGRID3
* xyz 0 1
Sc 1.16 0.58 0.47
S 5.79 -1.47 0.61
C 4.19 -1.05 0.87
S 3.49 -0.90 2.44
S 3.18 -0.66 -0.51
O -6.72 1.15 0.37
C -6.17 1.80 1.42
O -6.86 2.35 2.23
C -4.67 1.79 1.50
C -4.06 2.83 2.20
C -2.68 2.89 2.30
C -1.89 1.90 1.70
C -2.50 0.88 0.99
C -3.89 0.81 0.91
N -0.46 1.89 1.75
C 0.15 2.58 2.62
C 1.62 2.66 2.69
C 2.23 3.42 3.66
C 3.62 3.53 3.64
C 4.32 2.90 2.64
C 3.63 2.13 1.70
N 2.31 2.00 1.75
H -6.02 0.85 -0.23
H -4.68 3.59 2.65
H -2.23 3.73 2.80
H -1.90 0.13 0.49
H -4.33 -0.03 0.39
H -0.39 3.17 3.37
H 1.63 3.92 4.41
H 4.13 4.11 4.40
H 5.40 2.98 2.57
H 4.14 1.61 0.90
O 0.12 -0.40 -1.14
C -0.04 0.44 -2.32
C 0.99 1.60 -2.19
O 1.36 2.19 -3.17
O 1.32 1.87 -0.95
C -1.46 1.01 -2.27
C -1.72 2.35 -2.03
C -3.04 2.80 -1.95
C -4.09 1.92 -2.12
C -3.83 0.58 -2.36
C -2.53 0.12 -2.42
C 0.26 -0.34 -3.59
C -0.39 -0.05 -4.79
C -0.04 -0.73 -5.95
C 0.95 -1.69 -5.92
C 1.61 -1.98 -4.73
C 1.27 -1.30 -3.57
H 0.22 -1.35 -1.37
H -0.91 3.06 -1.93
H -3.23 3.85 -1.76
H -5.11 2.28 -2.07
H -4.65 -0.12 -2.52
H -2.33 -0.92 -2.62
H -1.14 0.72 -4.82
H -0.56 -0.50 -6.87
H 1.23 -2.22 -6.83
H 2.40 -2.72 -4.71
H 1.81 -1.53 -2.66
S 0.44 -3.76 -0.49
C 2.04 -4.01 0.01
N 2.31 -4.15 1.34
C 3.55 -4.34 1.84
C 4.59 -4.45 0.98
C 4.28 -4.29 -0.39
N 3.07 -4.09 -0.86
H 1.53 -4.04 1.97
H 3.64 -4.38 2.91
H 5.60 -4.58 1.32
H 5.07 -4.32 -1.12
N -2.00 -3.34 1.95
N -1.04 -2.41 2.29
N -0.51 -2.32 3.49
C 0.35 -1.32 3.32
N 0.32 -0.87 2.06
N -0.58 -1.58 1.42
H -2.07 -3.98 2.73
H -1.63 -3.80 1.11
H 1.02 -0.95 4.08
*
```

Summary:
HOMO-LUMO gap ... 4.9100 eV
Energy relative to the best compared isomer or geometry (same formula, charge and spin) ... 1.263 eV
Total energy ... -122368.5900 eV

These are the Mulliken partial charges, in e, on atoms 1 to 2:
1 Sc -0.9007
2 S -0.3190

---

# 2
Here is C3H11N4 as an isolated structure in a non-equilibrium geometry from the Open Molecules 2025 dataset. Energies are from ωB97M-V/def2-TZVPD.

The geometry in ORCA input format:
```
! RIJCOSX wB97M-V def2-TZVPD def2/J DEFGRID3
* xyz 1 1
C -0.28 1.47 1.45
C -0.44 -0.16 -2.05
C 1.09 -1.59 -0.79
N 0.04 0.26 1.52
N 0.26 2.34 2.28
N -0.22 -1.01 -0.86
N -0.80 -0.93 0.38
H -1.15 1.81 0.97
H -1.37 0.40 -2.08
H 0.28 0.58 -2.21
H -0.58 -0.83 -2.92
H 1.09 -2.37 -0.07
H 1.17 -2.05 -1.75
H 1.92 -0.87 -0.56
H 0.17 3.33 2.20
H 0.99 2.00 2.92
H -0.39 -1.71 0.95
H -1.78 -0.66 0.62
*
```

Summary:
HOMO-LUMO gap (spin up / spin down) ... 9.2296 / 9.2271 eV
Energy relative to the best compared isomer or geometry (same formula, charge and spin) ... 4.797 eV
Total energy ... -9239.4459 eV

These are the Mulliken partial charges, in e, on atoms 1 to 2:
1 C 0.1098
2 C -0.8873

---

# 3
Here is C19H34FeN6O7 as an isolated structure in a non-equilibrium geometry from the Open Molecules 2025 dataset. Energies are from ωB97M-V/def2-TZVPD.

The geometry in ORCA input format:
```
! RIJCOSX wB97M-V def2-TZVPD def2/J DEFGRID3
* xyz 0 5
O -0.76 0.61 -6.33
H -1.26 0.41 -7.14
Fe -0.43 0.25 -1.30
N -0.41 1.79 -0.28
N 0.59 1.24 -2.45
N -1.70 -0.58 -0.24
N -0.79 -1.16 -2.40
O -1.06 2.05 0.83
O -2.21 -0.14 0.95
O -0.33 -1.34 -3.68
O 0.99 0.88 -3.64
C 1.12 2.39 -1.91
C 0.53 2.71 -0.66
C -2.02 -1.86 -0.57
C -1.47 -2.21 -1.84
C 0.86 3.83 0.24
H 1.17 3.50 1.24
H 0.00 4.51 0.35
H 1.68 4.42 -0.20
C 2.22 3.08 -2.59
H 1.94 3.31 -3.63
H 3.14 2.48 -2.62
H 2.45 4.02 -2.07
C -2.72 -2.77 0.37
C -1.54 -3.55 -2.46
H -3.33 -2.21 1.09
H -2.00 -3.38 0.93
H -3.38 -3.46 -0.17
H -0.79 -3.64 -3.26
H -2.53 -3.73 -2.90
H -1.37 -4.33 -1.72
H -1.77 0.82 1.03
H 0.25 -0.50 -3.82
C -1.69 1.19 -5.40
H -1.12 1.87 -4.77
H -2.15 0.41 -4.78
H -2.48 1.74 -5.93
O -3.10 1.72 -1.96
H -3.62 1.07 -1.45
H -2.94 2.43 -1.31
C -1.03 -1.52 5.40
C 0.46 -1.30 5.24
N 0.82 -0.74 3.93
C 0.48 0.68 3.76
C 1.63 1.61 3.41
C 1.76 -1.44 3.21
O 2.38 -2.39 3.71
C 1.98 -1.17 1.75
C 3.08 -1.75 1.10
C 3.15 -1.69 -0.28
C 2.14 -1.07 -1.00
N 1.06 -0.53 -0.39
C 0.98 -0.60 0.98
H -1.58 -0.57 5.36
H -1.20 -1.99 6.37
H -1.41 -2.19 4.62
H 0.82 -0.61 6.01
H 0.99 -2.26 5.34
H -0.32 0.79 3.01
H 0.02 0.99 4.71
H 2.12 1.32 2.47
H 1.23 2.62 3.30
H 2.38 1.61 4.22
H 3.84 -2.26 1.69
H 3.98 -2.14 -0.84
H 2.17 -1.00 -2.09
H 0.07 -0.22 1.43
*
```

Summary:
HOMO-LUMO gap (spin up / spin down) ... 5.6292 / 6.1575 eV
Energy relative to the best compared isomer or geometry (same formula, charge and spin) ... 0.000 eV
Total energy ... -77908.2719 eV

These are the Mulliken partial charges, in e, on atoms 1 to 2:
1 O -0.5131
2 H 0.2765

---

# 4
Here is the molecule C6H6O from the Open Molecules 2025 dataset. Energies are from ωB97M-V/def2-TZVPD.

The geometry in ORCA input format:
```
! RIJCOSX wB97M-V def2-TZVPD def2/J DEFGRID3
* xyz 0 1
C 2.07 -1.00 0.55
C 1.98 0.22 0.13
C 0.59 0.45 -0.17
C -0.36 1.35 0.15
C -1.71 0.74 -0.07
O -1.46 -0.56 -0.61
C -0.14 -0.78 -0.59
H 2.79 -1.70 0.95
H -0.20 2.34 0.55
H -2.30 0.64 0.85
H -2.31 1.28 -0.81
H 0.18 -1.46 -1.38
H 0.85 -1.51 0.44
*
```

Summary:
HOMO-LUMO gap (spin up / spin down) ... 7.2017 / 7.2212 eV
Energy relative to the best compared isomer or geometry (same formula, charge and spin) ... 6.034 eV
Total energy ... -8360.4723 eV

These are the Mulliken partial charges, in e, on atoms 1 to 2:
1 C -0.3840
2 C -0.6643

---

# 5
Here is a 2-piece molecular cluster, C7H13N overall in a non-equilibrium geometry from the Open Molecules 2025 dataset. Energies are from ωB97M-V/def2-TZVPD.

The geometry in ORCA input format:
```
! RIJCOSX wB97M-V def2-TZVPD def2/J DEFGRID3
* xyz 0 1
C 1.83 -0.88 -1.89
C 1.47 -0.40 -0.74
C 1.32 0.56 0.23
C 1.23 0.10 1.68
H 1.63 -1.90 -2.20
H 2.36 -0.28 -2.64
H 2.00 1.41 0.16
H 2.16 -0.38 2.01
H 0.43 -0.62 1.79
H 1.04 0.95 2.33
C -1.22 1.91 0.50
C -0.68 0.94 -0.29
C -1.62 -0.45 -0.47
N -1.28 -1.58 0.37
H -1.20 1.91 1.58
H -1.84 2.66 0.03
H -0.53 1.17 -1.34
H -1.74 -0.71 -1.53
H -2.60 -0.10 -0.13
H -2.09 -2.11 0.66
H -0.65 -2.21 -0.10
*
```

Summary:
HOMO-LUMO gap (spin up / spin down) ... 7.7666 / 7.3593 eV
Energy relative to the best compared isomer or geometry (same formula, charge and spin) ... 7.013 eV
Total energy ... -8952.9193 eV
SMILES string ... C=C=CC.C=CCN

These are the Mulliken partial charges, in e, on atoms 1 to 2:
1 C -0.8466
2 C -0.2672